Record 1
{
  "formula": "C65H86As2N3NaO2SbSi4",
  "method": "ωB97M-V with the def2-TZVPD basis set",
  "e_tot_ha": -8875.47555,
  "lumo_energy_ev": 1.9,
  "charge": -1,
  "mol_weight_g_mol": 1348.4,
  "gap_ha": 0.20929,
  "spin_multiplicity": 1,
  "homo_energy_ev": -3.8,
  "symbols": ["Na", "C", "Si", "C", "C", "N", "C", "C", "C", "C", "C", "C", "O", "C", "C", "C", "C", "C", "C", "H", "H", "H", "H", "H", "H", "H", "H", "H", "H", "H", "H", "H", "H", "H", "H", "H", "H", "C", "C", "As", "C", "C", "C", "C", "C", "C", "C", "C", "C", "C", "C", "C", "As", "C", "C", "C", "C", "C", "C", "C", "C", "C", "C", "C", "C", "H", "H", "H", "H", "H", "H", "H", "H", "H", "H", "H", "H", "H", "H", "H", "H", "H", "H", "H", "H", "H", "H", "H", "H", "C", "Sb", "C", "C", "C", "C", "C", "C", "N", "Si", "C", "C", "C", "C", "C", "C", "C", "C", "C", "N", "Si", "C", "C", "C", "Si", "C", "C", "C", "H", "H", "H", "H", "H", "H", "H", "H", "H", "H", "H", "H", "H", "H", "H", "H", "H", "H", "H", "H", "H", "H", "H", "H", "H", "H", "H", "H", "H", "H", "H", "H", "H", "H", "H", "H", "H", "H", "C", "C", "O", "H", "H", "H", "H", "H", "H"],
  "coordinates": [[-0.35, 0.17, 0.34], [-2.92, 4.65, -2.26], [-1.37, 3.52, -2.15], [-0.41, 4.03, -0.62], [-0.25, 4.12, -3.56], [-1.67, 1.83, -2.12], [-1.79, 1.14, -3.30], [-2.21, 1.72, -4.52], [-2.13, 1.08, -5.74], [-1.62, -0.21, -5.81], [-1.29, -0.85, -4.63], [-1.45, -0.24, -3.40], [-1.16, -0.94, -2.23], [-1.58, -2.24, -2.13], [-0.94, -3.03, -1.17], [-1.28, -4.36, -1.01], [-2.26, -4.94, -1.81], [-2.91, -4.15, -2.74], [-2.59, -2.81, -2.90], [-2.84, 5.32, -3.12], [-3.03, 5.26, -1.36], [-3.84, 4.07, -2.39], [-0.26, 5.11, -0.61], [0.58, 3.56, -0.61], [-0.91, 3.75, 0.31], [-0.31, 5.20, -3.69], [-0.51, 3.66, -4.52], [0.80, 3.87, -3.35], [-2.59, 2.74, -4.47], [-2.46, 1.59, -6.64], [-1.47, -0.71, -6.76], [-0.91, -1.87, -4.66], [-0.15, -2.58, -0.57], [-0.76, -4.95, -0.26], [-2.51, -5.99, -1.71], [-3.70, -4.58, -3.36], [-3.13, -2.21, -3.61], [-3.04, -0.50, 3.32], [-2.16, 0.68, 3.73], [-1.71, 1.93, 2.28], [-3.41, 2.93, 2.17], [-3.98, 3.20, 0.94], [-5.14, 3.97, 0.84], [-5.73, 4.47, 1.99], [-5.16, 4.20, 3.23], [-4.02, 3.44, 3.32], [-0.87, 3.28, 3.43], [-0.12, 2.94, 4.55], [0.53, 3.91, 5.30], [0.43, 5.25, 4.95], [-0.33, 5.61, 3.84], [-0.97, 4.63, 3.09], [-2.39, -1.55, 1.77], [-1.63, -3.17, 2.62], [-2.35, -4.08, 3.38], [-1.75, -5.24, 3.85], [-0.42, -5.52, 3.56], [0.31, -4.61, 2.81], [-0.29, -3.45, 2.34], [-4.12, -2.40, 1.40], [-5.18, -2.45, 2.29], [-6.35, -3.14, 1.98], [-6.47, -3.78, 0.75], [-5.42, -3.73, -0.15], [-4.26, -3.04, 0.17], [-4.01, -0.12, 3.01], [-3.18, -1.16, 4.17], [-1.21, 0.33, 4.13], [-2.65, 1.24, 4.54], [-3.51, 2.83, 0.04], [-5.57, 4.16, -0.13], [-6.63, 5.08, 1.92], [-5.61, 4.61, 4.13], [-3.57, 3.25, 4.29], [-0.02, 1.91, 4.84], [1.13, 3.62, 6.15], [0.95, 6.01, 5.52], [-0.42, 6.65, 3.56], [-1.55, 4.93, 2.22], [-3.39, -3.90, 3.60], [-2.33, -5.94, 4.44], [0.04, -6.43, 3.91], [1.36, -4.80, 2.58], [0.30, -2.73, 1.77], [-5.13, -1.94, 3.25], [-7.17, -3.16, 2.69], [-7.38, -4.33, 0.51], [-5.50, -4.22, -1.11], [-3.45, -2.98, -0.54], [3.94, -1.95, 1.58], [2.47, -1.11, 0.22], [2.63, 0.79, 1.20], [2.18, 0.50, 2.51], [2.71, 1.12, 3.70], [2.34, 0.70, 4.94], [1.40, -0.35, 5.07], [0.92, -0.90, 3.91], [1.26, -0.51, 2.67], [3.47, 2.39, 0.87], [3.65, 2.82, -0.97], [5.18, 2.66, 1.69], [2.41, 3.80, 1.58], [3.84, -1.51, -1.60], [3.24, -0.61, -2.66], [3.62, -0.66, -4.00], [2.94, 0.10, -4.94], [1.90, 0.91, -4.53], [1.59, 0.93, -3.18], [2.24, 0.19, -2.28], [5.68, -1.23, -1.35], [6.49, -2.67, -0.41], [6.63, -1.04, -2.99], [6.14, 0.33, -0.40], [3.42, -3.28, -2.14], [1.89, -3.26, -3.24], [4.76, -4.10, -3.21], [3.09, -4.45, -0.69], [3.46, -2.11, 2.55], [4.73, -1.21, 1.71], [4.38, -2.89, 1.24], [3.47, 1.88, 3.59], [2.78, 1.15, 5.82], [1.09, -0.71, 6.04], [0.21, -1.72, 3.96], [3.68, 1.93, -1.61], [4.56, 3.40, -1.15], [2.80, 3.43, -1.29], [5.59, 1.72, 2.09], [5.10, 3.35, 2.53], [5.93, 3.06, 1.00], [1.39, 3.73, 1.21], [2.81, 4.78, 1.29], [2.37, 3.77, 2.67], [4.43, -1.31, -4.31], [3.21, 0.05, -5.99], [1.33, 1.50, -5.23], [0.78, 1.54, -2.80], [6.01, -3.63, -0.61], [6.44, -2.49, 0.66], [7.54, -2.75, -0.69], [6.49, -1.89, -3.66], [7.70, -0.94, -2.78], [6.31, -0.14, -3.51], [6.00, 0.20, 0.67], [5.54, 1.19, -0.71], [7.19, 0.58, -0.58], [2.16, -2.97, -4.26], [1.15, -2.55, -2.88], [1.42, -4.25, -3.29], [4.75, -3.67, -4.21], [4.56, -5.17, -3.30], [5.77, -3.98, -2.80], [2.33, -4.04, -0.02], [4.00, -4.62, -0.09], [2.75, -5.41, -1.06], [-5.02, 0.68, -2.07], [-4.74, 0.40, -0.61], [-3.35, 0.40, -0.30], [-6.09, 0.58, -2.26], [-4.49, -0.04, -2.71], [-4.69, 1.68, -2.35], [-5.14, -0.57, -0.34], [-5.25, 1.15, 0.01], [-2.85, 0.90, -1.01]]
}


Record 2
{
  "formula": "C6H14IN2O",
  "method": "ωB97M-V with the def2-TZVPD basis set",
  "e_tot_ha": -719.00006,
  "lumo_energy_ev": [-5.1, -4.9],
  "charge": 1,
  "de_lowest_kcal_mol": 135.1,
  "mol_weight_g_mol": 257.1,
  "gap_ha": [0.28225, 0.29771],
  "spin_multiplicity": 1,
  "homo_energy_ev": [-12.8, -13.0],
  "symbols": ["C", "C", "C", "C", "C", "C", "N", "N", "O", "I", "H", "H", "H", "H", "H", "H", "H", "H", "H", "H", "H", "H", "H", "H"],
  "coordinates": [[-1.57, -1.96, 2.01], [-1.37, -1.29, 0.67], [0.50, 2.60, -1.20], [-0.09, 1.19, -1.01], [0.90, 0.19, -1.42], [0.34, -1.24, -1.06], [-1.53, 0.11, 1.12], [-0.44, -1.81, 2.89], [-0.01, -1.42, 0.32], [-3.30, 1.06, 0.86], [-2.53, -1.87, 2.57], [-1.96, -1.51, -0.29], [1.37, 2.56, -1.89], [-0.10, 3.54, -1.44], [1.05, 2.95, -0.23], [-0.56, 1.25, 0.06], [-0.99, 1.02, -1.65], [1.15, 0.24, -2.56], [1.87, 0.43, -0.98], [-0.54, -1.44, -1.73], [1.02, -2.09, -1.41], [0.16, -1.28, 2.28], [0.06, -2.80, 3.12], [-0.83, -1.30, 3.69]]
}


Record 3
{
  "formula": "C13H34FNO5Pd",
  "method": "ωB97M-V with the def2-TZVPD basis set",
  "e_tot_ha": -1174.21111,
  "lumo_energy_ev": [-0.1, -1.0],
  "de_lowest_kcal_mol": 32.1,
  "mol_weight_g_mol": 409.8,
  "gap_ha": [0.32227, 0.29185],
  "spin_multiplicity": 3,
  "homo_energy_ev": [-8.9, -9.0],
  "symbols": ["Pd", "C", "C", "C", "C", "C", "C", "N", "O", "C", "C", "C", "H", "H", "H", "H", "H", "H", "H", "H", "H", "H", "H", "H", "H", "H", "H", "H", "H", "H", "F", "C", "O", "H", "H", "H", "H", "C", "O", "H", "H", "H", "H", "C", "O", "H", "H", "H", "H", "C", "O", "H", "H", "H", "H"],
  "coordinates": [[-31.16, -32.86, -24.27], [-29.63, -28.67, -23.82], [-30.32, -28.82, -25.16], [-29.91, -27.66, -26.02], [-30.37, -27.72, -27.47], [-29.84, -29.03, -28.10], [-30.21, -30.31, -27.21], [-29.85, -30.09, -25.84], [-29.92, -31.16, -25.04], [-29.41, -31.49, -27.84], [-31.70, -30.57, -27.50], [-31.89, -28.79, -24.94], [-28.60, -28.99, -23.94], [-30.02, -29.25, -22.98], [-29.70, -27.66, -23.43], [-28.82, -27.56, -26.01], [-30.32, -26.72, -25.64], [-29.85, -26.88, -27.93], [-31.43, -27.62, -27.72], [-28.82, -28.93, -28.45], [-30.48, -29.09, -28.98], [-29.63, -31.65, -28.90], [-29.47, -32.41, -27.25], [-28.33, -31.33, -27.89], [-32.23, -29.63, -27.55], [-32.03, -31.20, -26.67], [-31.88, -31.13, -28.42], [-32.16, -29.72, -24.44], [-32.55, -28.80, -25.81], [-32.16, -27.88, -24.40], [-33.14, -32.17, -23.64], [-32.42, -30.24, -19.85], [-32.56, -31.51, -20.44], [-32.04, -29.42, -20.46], [-33.48, -30.06, -19.62], [-31.75, -30.29, -18.99], [-33.16, -31.37, -21.18], [-33.05, -33.82, -26.88], [-31.88, -34.21, -26.12], [-33.70, -34.65, -27.15], [-33.50, -33.04, -26.26], [-32.65, -33.28, -27.74], [-31.55, -35.03, -26.51], [-35.77, -32.47, -21.43], [-35.59, -33.14, -22.65], [-36.80, -32.49, -21.06], [-35.15, -33.03, -20.73], [-35.67, -31.38, -21.54], [-34.72, -32.86, -22.97], [-36.15, -30.99, -25.34], [-35.23, -30.11, -24.67], [-36.25, -31.86, -24.69], [-37.12, -30.51, -25.46], [-35.78, -31.26, -26.33], [-34.58, -30.68, -24.22]]
}


Record 4
{
  "formula": "C26H26F7NO21",
  "method": "ωB97M-V with the def2-TZVPD basis set",
  "e_tot_ha": -3340.17807,
  "lumo_energy_ev": -1.3,
  "smiles": "[H]/N=C/CC1=C([C@@H](C)F)C(=O)OC1=O.O=C1OC[C@@H](F)O1.O=C1OC[C@@H](F)O1.O=C1OC[C@@H](F)O1.O=C1OC[C@@H](F)O1.O=C1OC[C@@H](F)O1.O=C1OC[C@@H](F)O1",
  "de_lowest_kcal_mol": 58.4,
  "mol_weight_g_mol": 821.5,
  "gap_ha": 0.32753,
  "spin_multiplicity": 1,
  "homo_energy_ev": -10.2,
  "symbols": ["H", "N", "C", "C", "C", "C", "C", "C", "F", "C", "O", "O", "C", "O", "H", "H", "H", "H", "H", "H", "H", "O", "C", "O", "C", "C", "F", "O", "H", "H", "H", "O", "C", "O", "C", "C", "F", "O", "H", "H", "H", "O", "C", "O", "C", "C", "F", "O", "H", "H", "H", "O", "C", "O", "C", "C", "F", "O", "H", "H", "H", "O", "C", "O", "C", "C", "F", "O", "H", "H", "H", "O", "C", "O", "C", "C", "F", "O", "H", "H", "H"],
  "coordinates": [[1.60, -1.39, 0.48], [1.70, -2.19, -0.16], [1.52, -3.34, 0.45], [1.62, -4.79, -0.21], [2.92, -5.62, 0.18], [4.25, -5.20, 0.48], [4.81, -3.68, 0.47], [6.44, -3.64, 0.48], [4.43, -3.01, -0.78], [5.07, -6.54, 0.82], [6.25, -6.67, 1.24], [4.24, -7.69, 0.60], [2.91, -7.24, 0.28], [1.89, -7.96, 0.09], [1.24, -3.29, 1.58], [1.44, -4.73, -1.35], [0.71, -5.39, 0.19], [4.39, -3.13, 1.39], [6.78, -2.74, -0.17], [6.87, -3.56, 1.53], [6.77, -4.57, -0.10], [0.53, 1.06, 1.94], [-0.45, 0.62, 1.40], [-0.58, -0.67, 1.00], [-1.92, -0.81, 0.53], [-2.28, 0.60, 0.18], [-3.60, 0.82, 0.37], [-1.55, 1.37, 1.11], [-2.54, -1.22, 1.33], [-1.97, -1.48, -0.33], [-2.00, 0.89, -0.84], [-6.74, 3.16, 3.64], [-5.56, 3.39, 3.61], [-4.64, 2.55, 3.06], [-3.39, 3.23, 3.10], [-3.60, 4.21, 4.21], [-2.91, 5.35, 4.00], [-4.98, 4.51, 4.12], [-3.21, 3.72, 2.14], [-2.57, 2.54, 3.31], [-3.38, 3.82, 5.21], [-2.57, 3.66, 0.03], [-2.67, 4.84, -0.08], [-3.32, 5.46, -1.11], [-3.34, 6.84, -0.81], [-2.18, 6.99, 0.12], [-2.41, 7.97, 1.03], [-2.16, 5.75, 0.80], [-4.30, 7.10, -0.34], [-3.23, 7.44, -1.71], [-1.22, 7.15, -0.38], [8.83, -3.46, -2.79], [8.93, -4.65, -2.83], [8.48, -5.49, -1.87], [8.67, -6.81, -2.36], [9.76, -6.62, -3.37], [9.63, -7.50, -4.39], [9.52, -5.32, -3.86], [7.74, -7.17, -2.81], [8.96, -7.49, -1.56], [10.77, -6.68, -2.95], [-7.49, -2.73, 1.13], [-7.27, -1.78, 1.83], [-6.38, -0.79, 1.52], [-6.52, 0.20, 2.53], [-7.09, -0.57, 3.67], [-7.91, 0.20, 4.42], [-7.88, -1.56, 3.03], [-7.19, 0.99, 2.17], [-5.55, 0.65, 2.77], [-6.35, -1.05, 4.31], [-0.24, 5.29, -2.53], [-0.81, 5.72, -3.48], [-0.76, 5.16, -4.72], [-1.68, 5.89, -5.53], [-1.76, 7.20, -4.81], [-2.99, 7.76, -4.96], [-1.59, 6.84, -3.46], [-2.63, 5.37, -5.57], [-1.30, 6.00, -6.55], [-1.00, 7.93, -5.10]]
}